Here is an isolated molecule of C3H7NO2 from the Open Molecules 2025 dataset. Energies are from wB97M-V/def2-TZVPD.

Energy above the lowest of the compared OMol25 structures with the same formula, charge and spin: 15.1 kcal/mol
Electronic energy: -8809.8723 eV
SMILES: NC(=O)CCO
Net charge: 0
HOMO level: -9.576 eV

Last columns: bonded neighbours and bond lengths (Å).
Geometry (Å):
1 N -0.36 -1.07 -1.48  C2 1.367, H7 1.009, H8 1.007
2 C -0.10 -1.46 -0.20  N1 1.367, O3 1.218, C4 1.529
3 O -0.31 -2.58 0.22  C2 1.218
4 C 0.69 -0.40 0.58  C2 1.529, C5 1.520, H9 1.096, H10 1.092
5 C -0.02 0.89 0.95  C4 1.520, O6 1.419, H11 1.099, H12 1.100
6 O -0.58 1.45 -0.22  C5 1.419, H13 0.963
7 H -0.52 -0.09 -1.66  N1 1.009
8 H -0.69 -1.74 -2.15  N1 1.007
9 H 1.52 -0.14 -0.09  C4 1.096
10 H 1.08 -0.88 1.48  C4 1.092
11 H -0.79 0.72 1.72  C5 1.099
12 H 0.73 1.57 1.39  C5 1.100
13 H -0.99 2.29 0.00  O6 0.963